(1)
Computed, not measured: a cluster of 4 separate species, C26H21N4O13S in total in a non-equilibrium geometry, with ωB97M-V/def2-TZVPD.

CARTESIAN COORDINATES (ANGSTROEM)
1 C 1.22 -1.97 -1.51
2 C -0.02 -1.17 -1.12
3 C -0.51 -0.36 -2.33
4 C -1.81 0.55 -2.31
5 C -3.02 -0.38 -1.76
6 S -4.55 0.67 -1.75
7 C -6.06 -0.37 -1.90
8 N -7.43 0.00 -1.65
9 N -8.22 -1.08 -1.93
10 C -7.33 -2.11 -2.35
11 O -5.96 -1.73 -2.35
12 C 0.34 -0.48 -3.58
13 N 1.50 -1.20 -3.84
14 N 1.82 -1.90 -2.76
15 H 1.68 -2.65 -0.71
16 H -0.51 -1.20 -0.11
17 H -1.71 1.53 -1.73
18 H -2.08 0.76 -3.41
19 H -2.79 -0.87 -0.76
20 H -3.20 -1.23 -2.50
21 H -7.64 -3.16 -2.65
22 H -0.04 0.13 -4.49
23 H 2.67 -2.49 -2.90
24 C -3.33 -5.42 -6.18
25 C -4.61 -5.37 -5.81
26 C -5.10 -4.36 -4.82
27 O -6.28 -4.33 -4.53
28 C -4.12 -3.45 -4.23
29 C -2.84 -3.50 -4.59
30 C -2.35 -4.48 -5.60
31 O -1.18 -4.49 -5.92
32 O -1.91 -2.65 -4.05
33 O -5.53 -6.23 -6.33
34 H -2.96 -6.14 -6.90
35 H -4.48 -2.73 -3.50
36 H -1.06 -2.89 -4.48
37 H -6.38 -5.99 -5.92
38 C 2.24 3.16 3.24
39 C 1.97 1.88 3.02
40 C 1.55 1.39 1.68
41 O 1.33 0.20 1.50
42 C 1.41 2.38 0.60
43 C 1.68 3.67 0.82
44 C 2.12 4.15 2.16
45 O 2.37 5.33 2.32
46 O 1.55 4.59 -0.16
47 O 2.07 0.95 4.02
48 H 2.55 3.53 4.21
49 H 1.09 2.02 -0.37
50 H 1.80 5.45 0.25
51 H 1.83 0.10 3.61
52 C 6.78 3.60 7.76
53 C 6.31 2.36 7.93
54 C 5.23 1.81 7.06
55 O 4.84 0.67 7.23
56 C 4.68 2.68 6.01
57 C 5.15 3.92 5.84
58 C 6.24 4.46 6.70
59 O 6.65 5.59 6.50
60 O 4.65 4.74 4.87
61 O 6.79 1.55 8.91
62 H 7.56 4.01 8.38
63 H 3.89 2.27 5.39
64 H 5.15 5.57 4.96
65 H 6.30 0.72 8.83

Summary:
net charge: +1
relative energy (zero: lowest compared OMol25 entry of this formula, charge and spin): 439.3 kJ/mol
frontier orbital gap: 5.81 eV

***

(2)
Computed, not measured: a structure of composition C26H21N5O5ReS6Se in a non-equilibrium geometry, with ωB97M-V/def2-TZVPD.

CARTESIAN COORDINATES (ANGSTROEM)
1 Re 1.91 1.92 -0.75
2 C -2.26 1.21 -1.44
3 C -1.58 1.98 -0.35
4 N -0.94 1.32 0.54
5 N -0.53 1.78 1.70
6 C 0.59 1.93 2.25
7 S 2.25 2.01 1.69
8 S 0.52 2.10 4.03
9 C -1.03 1.16 4.38
10 C -0.75 -0.30 4.40
11 C -0.29 -0.92 5.56
12 C -0.02 -2.27 5.58
13 C -0.20 -3.04 4.44
14 C -0.63 -2.43 3.27
15 C -0.91 -1.07 3.25
16 C -1.64 3.45 -0.38
17 C -2.84 4.15 -0.43
18 C -2.86 5.53 -0.43
19 C -1.66 6.23 -0.42
20 C -0.46 5.57 -0.39
21 C -0.41 4.16 -0.35
22 O 0.72 3.56 -0.21
23 H -2.43 0.18 -1.13
24 H -3.21 1.69 -1.70
25 H -1.64 1.21 -2.34
26 H -1.36 1.52 5.36
27 H -1.73 1.44 3.60
28 H -0.13 -0.32 6.44
29 H 0.33 -2.73 6.49
30 H 0.00 -4.10 4.46
31 H -0.76 -3.01 2.37
32 H -1.23 -0.60 2.33
33 H -3.77 3.61 -0.43
34 H -3.80 6.07 -0.43
35 H -1.67 7.32 -0.42
36 H 0.48 6.09 -0.38
37 S 3.80 0.49 -1.32
38 S 5.00 1.57 -2.53
39 S 5.18 3.33 -1.42
40 S 3.25 3.93 -1.27
41 N -0.48 -7.78 -4.46
42 C -0.26 -6.79 -3.91
43 C -0.01 -5.61 -3.19
44 C -0.13 -5.64 -1.79
45 C 0.11 -4.51 -1.05
46 C 0.47 -3.32 -1.69
47 C 0.58 -3.28 -3.09
48 C 0.35 -4.41 -3.82
49 N 0.75 -2.19 -0.93
50 C 1.40 -2.19 0.28
51 C 1.64 -0.90 0.60
52 N 1.13 -0.09 -0.38
53 C 0.60 -0.89 -1.29
54 H -0.40 -6.57 -1.31
55 H 0.01 -4.54 0.02
56 H 0.89 -2.35 -3.56
57 H 0.45 -4.40 -4.90
58 H 1.70 -3.09 0.78
59 H 2.12 -0.48 1.46
60 H 0.03 -0.58 -2.15
61 O 2.17 -0.43 -3.46
62 Se 1.17 0.76 -3.89
63 O 1.61 1.46 -5.25
64 O 1.13 1.93 -2.67
65 O -0.33 0.17 -3.99

Summary:
net charge: -2
relative energy (zero: lowest compared OMol25 entry of this formula, charge and spin): 125.0 kJ/mol
2S+1: 2
⟨S²⟩: 0.818
frontier orbital gap (spin up / spin down): 5.60 / 5.95 eV

***

(3)
Computed, not measured: a structure of composition C26H22AuN5S3, with ωB97M-V/def2-TZVPD.

CARTESIAN COORDINATES (ANGSTROEM)
1 Au 0.03 0.43 1.84
2 N -3.35 1.38 2.18
3 C -2.80 0.70 3.18
4 N -1.54 0.24 3.18
5 C -1.21 -0.38 4.38
6 C -2.21 -0.46 5.26
7 S -3.63 0.30 4.63
8 C 0.19 -0.77 4.51
9 C 0.83 -1.36 5.51
10 S 2.51 -1.56 5.14
11 C 2.28 -0.80 3.61
12 N 1.01 -0.44 3.41
13 N 3.27 -0.61 2.75
14 H -2.84 1.49 1.31
15 H -4.28 1.75 2.26
16 H -2.20 -0.86 6.26
17 H 0.43 -1.71 6.45
18 H 4.21 -0.91 2.96
19 H 3.08 -0.14 1.87
20 N -1.14 0.82 0.23
21 S -2.01 -0.48 -0.32
22 C -3.15 0.25 -1.44
23 C -2.74 0.74 -2.68
24 C -3.68 1.35 -3.50
25 C -5.00 1.46 -3.08
26 C -5.40 0.96 -1.85
27 C -4.47 0.35 -1.01
28 C -1.03 -1.51 -1.40
29 C 0.31 -1.27 -1.64
30 C 0.99 -2.14 -2.48
31 C 0.34 -3.22 -3.05
32 C -1.01 -3.45 -2.79
33 C -1.71 -2.59 -1.95
34 H -0.65 1.31 -0.52
35 H -1.71 0.63 -3.01
36 H -3.38 1.73 -4.46
37 H -5.73 1.93 -3.73
38 H -6.43 1.03 -1.54
39 H -4.77 -0.06 -0.06
40 H 0.82 -0.43 -1.19
41 H 2.04 -1.97 -2.68
42 H 0.87 -3.90 -3.70
43 H -1.52 -4.29 -3.23
44 H -2.76 -2.76 -1.75
45 C 1.60 0.78 0.73
46 C 2.56 1.01 0.04
47 C 3.71 1.28 -0.78
48 C 4.90 1.69 -0.18
49 C 6.01 1.94 -0.97
50 C 5.94 1.78 -2.35
51 C 4.75 1.39 -2.94
52 C 3.63 1.14 -2.17
53 H 4.95 1.84 0.89
54 H 6.94 2.26 -0.51
55 H 6.81 1.98 -2.96
56 H 4.69 1.28 -4.02
57 H 2.70 0.84 -2.63

Summary:
net charge: +2
frontier orbital gap: 7.03 eV

***

(4)
Computed, not measured: a structure of composition C26H22LuN5O3S2 in a non-equilibrium geometry, with ωB97M-V/def2-TZVPD.

CARTESIAN COORDINATES (ANGSTROEM)
1 Lu -0.46 -0.84 -0.25
2 O -2.52 1.06 -3.59
3 C -1.86 0.41 -2.82
4 N -1.60 0.66 -1.49
5 C -1.95 1.87 -0.97
6 O -2.28 2.89 -1.54
7 C -1.85 1.91 0.56
8 C -2.18 3.10 1.19
9 C -2.08 3.18 2.57
10 C -1.67 2.05 3.27
11 C -1.36 0.91 2.56
12 N -1.43 0.83 1.23
13 C -1.26 -0.91 -3.31
14 C -1.67 -1.36 -4.56
15 C -1.15 -2.55 -5.04
16 C -0.22 -3.23 -4.27
17 C 0.13 -2.71 -3.04
18 N -0.38 -1.58 -2.56
19 H -2.50 3.93 0.58
20 H -2.32 4.10 3.09
21 H -1.58 2.06 4.35
22 H -1.05 0.01 3.08
23 H -2.39 -0.77 -5.11
24 H -1.45 -2.92 -6.01
25 H 0.22 -4.16 -4.62
26 H 0.85 -3.22 -2.41
27 C 1.38 2.20 -0.54
28 N 1.33 0.75 -0.44
29 C 2.43 0.11 -0.68
30 C 2.55 -1.29 -0.53
31 C 3.66 -2.11 -0.73
32 C 3.27 -3.40 -0.39
33 C 1.93 -3.31 0.00
34 N 1.48 -2.05 -0.08
35 C 1.84 2.88 0.73
36 C 1.80 2.24 1.96
37 C 2.20 2.90 3.12
38 C 2.65 4.21 3.05
39 C 2.70 4.86 1.83
40 C 2.30 4.19 0.68
41 H 0.38 2.56 -0.79
42 H 2.03 2.51 -1.36
43 H 3.33 0.65 -0.99
44 H 4.64 -1.79 -1.07
45 H 3.86 -4.30 -0.42
46 H 1.29 -4.10 0.35
47 H 1.47 1.21 2.02
48 H 2.16 2.38 4.07
49 H 2.97 4.72 3.95
50 H 3.06 5.87 1.77
51 H 2.33 4.71 -0.28
52 C -3.26 -4.68 2.44
53 O -3.39 -4.04 1.17
54 C -2.56 -3.08 0.83
55 S -1.33 -2.54 1.88
56 S -2.77 -2.42 -0.70
57 H -4.09 -5.38 2.50
58 H -3.32 -3.95 3.25
59 H -2.31 -5.21 2.51

Summary:
frontier orbital gap: 7.79 eV

***

(5)
Computed, not measured: the molecule C26H22N4O2S in a non-equilibrium geometry, with ωB97M-V/def2-TZVPD.

CARTESIAN COORDINATES (ANGSTROEM)
1 C -6.07 -0.44 -1.86
2 O -4.88 -0.35 -1.12
3 C -4.82 0.51 -0.06
4 C -5.85 1.36 0.31
5 C -5.73 2.17 1.43
6 C -4.58 2.13 2.20
7 C -3.54 1.29 1.83
8 C -3.64 0.49 0.70
9 C -2.54 -0.39 0.35
10 N -1.92 -1.18 1.21
11 N -0.97 -1.85 0.55
12 C -1.00 -1.45 -0.69
13 S 0.03 -2.01 -1.98
14 C 1.69 -1.62 -1.28
15 C 1.81 -0.12 -1.07
16 O 0.88 0.63 -1.25
17 C 3.13 0.33 -0.66
18 C 4.26 -0.42 -0.44
19 N 5.29 0.38 -0.07
20 C 4.86 1.68 -0.02
21 C 5.55 2.84 0.30
22 C 4.85 4.03 0.25
23 C 3.50 4.06 -0.11
24 C 2.81 2.91 -0.43
25 C 3.50 1.70 -0.39
26 C 1.95 -2.43 -0.05
27 C 2.37 -3.75 -0.17
28 C 2.58 -4.53 0.95
29 C 2.38 -3.99 2.21
30 C 1.96 -2.68 2.34
31 C 1.75 -1.90 1.22
32 N -1.97 -0.52 -0.88
33 C -2.21 0.22 -2.08
34 H -6.91 -0.73 -1.23
35 H -5.89 -1.21 -2.61
36 H -6.30 0.50 -2.36
37 H -6.77 1.40 -0.26
38 H -6.54 2.82 1.70
39 H -4.49 2.75 3.08
40 H -2.64 1.23 2.42
41 H 2.36 -1.92 -2.09
42 H 4.40 -1.48 -0.52
43 H 6.22 0.06 0.15
44 H 6.60 2.81 0.58
45 H 5.35 4.95 0.49
46 H 2.99 5.01 -0.14
47 H 1.77 2.93 -0.71
48 H 2.51 -4.18 -1.16
49 H 2.90 -5.55 0.84
50 H 2.54 -4.59 3.09
51 H 1.79 -2.25 3.32
52 H 1.42 -0.88 1.33
53 H -2.81 -0.35 -2.78
54 H -1.24 0.46 -2.53
55 H -2.73 1.15 -1.83

Summary:
SMILES string: COc1ccccc1-c1nnc(S[C@@H](C(=O)c2c[nH]c3ccccc23)c2ccccc2)n1C
relative energy (zero: lowest compared OMol25 entry of this formula, charge and spin): 7.4 kJ/mol
frontier orbital gap: 8.53 eV

***

(6)
Computed, not measured: a structure of composition C26H22N5O7Pb, with ωB97M-V/def2-TZVPD.

CARTESIAN COORDINATES (ANGSTROEM)
1 Pb -0.15 0.72 -0.22
2 C -4.77 -1.12 0.01
3 C -3.63 -0.13 0.02
4 O -2.57 -0.43 -0.49
5 C -3.87 1.23 0.67
6 C -3.06 1.34 1.97
7 C -3.72 1.59 3.28
8 N -1.81 1.21 1.79
9 N -0.90 1.36 2.82
10 C 0.01 0.45 2.66
11 O -0.01 -0.54 1.87
12 C 1.30 0.73 3.37
13 C 1.35 1.54 4.58
14 C 2.47 1.57 5.31
15 C 3.63 0.74 4.99
16 C 3.64 -0.07 3.93
17 C 2.50 -0.04 3.00
18 H -5.20 -1.14 -0.99
19 H -4.38 -2.11 0.22
20 H -5.55 -0.86 0.72
21 H -4.93 1.32 0.92
22 H -4.77 1.30 3.27
23 H -3.20 1.05 4.07
24 H -3.67 2.66 3.53
25 H 0.45 2.08 4.86
26 H 2.50 2.17 6.21
27 H 4.47 0.75 5.67
28 H 4.45 -0.75 3.73
29 H 2.36 -0.82 2.26
30 O 3.88 -4.90 -3.57
31 N 3.82 -3.91 -4.27
32 O 4.43 -3.76 -5.30
33 C 2.97 -2.77 -3.82
34 C 2.90 -1.75 -4.68
35 C 2.10 -0.60 -4.38
36 C 1.99 0.48 -5.28
37 C 1.20 1.55 -4.94
38 C 0.55 1.53 -3.70
39 N 0.65 0.53 -2.85
40 C 1.42 -0.53 -3.17
41 C 1.51 -1.64 -2.23
42 N 0.83 -1.52 -1.06
43 C 0.85 -2.52 -0.20
44 C 1.54 -3.71 -0.45
45 C 2.26 -3.83 -1.61
46 C 2.26 -2.78 -2.55
47 H 3.44 -1.80 -5.61
48 H 2.52 0.45 -6.22
49 H 1.08 2.39 -5.60
50 H -0.08 2.35 -3.40
51 H 0.30 -2.37 0.72
52 H 1.52 -4.51 0.28
53 H 2.81 -4.73 -1.81
54 C -4.34 3.63 -0.11
55 C -3.47 2.41 -0.23
56 O -2.54 2.34 -0.99
57 H -5.37 3.38 -0.38
58 H -3.96 4.42 -0.74
59 H -4.36 3.95 0.93
60 O 2.04 1.13 0.91
61 O 2.34 1.29 2.30

Summary:
net charge: +1
relative energy (zero: lowest compared OMol25 entry of this formula, charge and spin): 241.4 kJ/mol
frontier orbital gap: 7.81 eV

***

(7)
Computed, not measured: the molecule C26H22N6OS2 in a non-equilibrium geometry, with ωB97M-V/def2-TZVPD.

CARTESIAN COORDINATES (ANGSTROEM)
1 C -2.30 -0.13 2.33
2 C -3.54 0.10 2.71
3 C -4.69 0.44 1.79
4 N -4.34 0.29 0.40
5 C -4.14 -0.90 -0.23
6 S -4.58 -2.42 0.48
7 C -3.73 -3.56 -0.67
8 C -2.23 -3.57 -0.36
9 O -1.74 -4.40 0.36
10 N -1.58 -2.55 -0.97
11 C -0.28 -2.11 -0.77
12 C 0.67 -2.83 -0.05
13 C 1.94 -2.31 0.12
14 C 2.29 -1.07 -0.42
15 C 3.62 -0.56 -0.22
16 N 4.55 -1.16 0.43
17 C 5.71 -0.46 0.47
18 C 6.89 -0.86 1.09
19 C 7.98 -0.02 1.04
20 C 7.95 1.21 0.38
21 C 9.17 2.07 0.36
22 C 6.78 1.61 -0.25
23 C 5.67 0.78 -0.20
24 S 4.10 1.03 -0.89
25 C 1.33 -0.36 -1.15
26 C 0.07 -0.87 -1.32
27 N -3.59 -0.71 -1.40
28 N -3.39 0.61 -1.54
29 C -3.83 1.21 -0.48
30 C -3.79 2.65 -0.28
31 C -2.64 3.36 -0.61
32 C -2.63 4.73 -0.42
33 N -3.67 5.41 0.05
34 C -4.77 4.74 0.34
35 C -4.89 3.37 0.19
36 H -1.53 -0.37 3.05
37 H -1.98 -0.11 1.30
38 H -3.82 0.07 3.75
39 H -5.00 1.47 1.97
40 H -5.54 -0.22 2.01
41 H -4.15 -4.54 -0.45
42 H -3.96 -3.25 -1.68
43 H -2.17 -1.90 -1.51
44 H 0.41 -3.78 0.38
45 H 2.69 -2.86 0.68
46 H 6.93 -1.81 1.60
47 H 8.90 -0.32 1.52
48 H 8.98 3.00 -0.19
49 H 9.47 2.32 1.37
50 H 9.99 1.55 -0.12
51 H 6.73 2.56 -0.76
52 H 1.59 0.60 -1.57
53 H -0.67 -0.31 -1.88
54 H -1.78 2.84 -1.00
55 H -1.76 5.32 -0.66
56 H -5.59 5.34 0.71
57 H -5.83 2.88 0.41

Summary:
SMILES string: C=CCn1c(SCC(=O)Nc2ccc(-c3nc4ccc(C)cc4s3)cc2)nnc1-c1ccncc1
frontier orbital gap: 7.97 eV

***

(8)
Computed, not measured: a structure of composition C26H23AgN4O6P, with ωB97M-V/def2-TZVPD.

CARTESIAN COORDINATES (ANGSTROEM)
1 Ag 0.59 -0.21 0.14
2 O -0.90 -7.31 1.22
3 C -0.86 -6.78 0.10
4 O -0.93 -7.28 -1.04
5 C -0.70 -5.24 0.12
6 C -0.62 -4.54 1.31
7 C -0.47 -3.16 1.28
8 N -0.38 -2.48 0.15
9 C -0.46 -3.13 -1.01
10 C -0.64 -4.51 -1.06
11 C -0.38 -2.30 -2.25
12 C -0.34 -2.88 -3.52
13 C -0.29 -2.05 -4.63
14 C -0.27 -0.67 -4.45
15 C -0.31 -0.18 -3.16
16 N -0.36 -0.98 -2.09
17 C -0.43 -2.35 2.54
18 C -1.04 -2.81 3.71
19 C -1.01 -2.00 4.83
20 C -0.40 -0.76 4.76
21 C 0.18 -0.39 3.55
22 N 0.17 -1.16 2.47
23 H -0.66 -5.11 2.23
24 H -0.73 -5.07 -1.98
25 H -0.34 -3.95 -3.64
26 H -0.25 -2.48 -5.63
27 H -0.24 0.01 -5.29
28 H -0.27 0.88 -2.94
29 H -1.53 -3.77 3.72
30 H -1.49 -2.33 5.75
31 H -0.37 -0.09 5.60
32 H 0.65 0.58 3.44
33 C 4.22 -0.49 0.58
34 P 2.86 0.20 -0.43
35 C 3.32 -0.42 -2.09
36 C 3.35 1.96 -0.56
37 H 5.20 -0.23 0.18
38 H 4.12 -1.57 0.63
39 H 4.14 -0.10 1.60
40 H 4.35 -0.16 -2.34
41 H 2.65 0.02 -2.83
42 H 3.19 -1.50 -2.13
43 H 4.36 2.07 -0.96
44 H 3.30 2.41 0.43
45 H 2.62 2.46 -1.20
46 O 0.09 2.49 -1.26
47 C -0.58 2.54 -0.21
48 O -0.70 1.64 0.67
49 C -1.35 3.83 0.06
50 C -2.15 3.94 1.19
51 C -2.86 5.10 1.44
52 C -2.73 6.16 0.55
53 C -1.93 6.08 -0.58
54 C -1.24 4.90 -0.82
55 N -3.47 7.40 0.81
56 O -4.16 7.46 1.81
57 O -3.35 8.31 0.01
58 H -2.22 3.09 1.85
59 H -3.49 5.21 2.31
60 H -1.87 6.92 -1.25
61 H -0.61 4.79 -1.69

Summary:
net charge: -1
relative energy (zero: lowest compared OMol25 entry of this formula, charge and spin): 0.0 kJ/mol
frontier orbital gap: 7.07 eV